No. 1
42
Properties=species:S:1:pos:R:3:forces:R:3 method="wB97M-V/def2-TZVPD" orbital_gap_ev="6.722 / 7.007" e_tot_ha=-3013.58276 spin_multiplicity=3 charge=-2 s_squared=2.005 relative_energy_kcal_mol=0.0
Pt -0.2742 -0.0057 0.3050 -0.3 0.0 0.1
S -3.0177 -3.7576 0.1237 -0.1 0.0 0.1
S -3.0424 -1.5699 2.1294 0.1 0.1 -0.1
P 2.4924 -1.1671 0.5309 -0.4 0.4 0.2
P 0.6267 -1.7730 2.6467 0.1 0.1 -0.3
O 1.2138 -2.0262 1.1126 0.1 -0.2 -0.1
O 2.0323 0.2687 0.5053 0.2 -0.3 -0.2
O -0.1318 -0.4664 2.5127 0.1 0.0 0.1
O 2.5342 -1.7011 -0.9804 0.1 -0.1 -0.1
O 0.6550 0.2192 -4.2681 -0.1 0.0 0.4
O -0.2731 -0.2193 -1.8916 0.0 0.1 -0.3
O 1.9903 -1.5496 3.4446 -0.2 -0.1 0.5
O -0.0876 -2.9858 3.1055 0.0 0.0 0.0
O 3.7065 -1.5862 1.2852 0.0 0.1 0.0
N -2.0357 -1.2839 -0.2883 -0.2 -0.3 -0.3
N -1.6914 6.2664 0.4975 0.1 0.1 0.0
N -1.3590 1.8515 0.0774 0.2 0.0 0.4
N -2.0153 -1.7266 -1.6228 0.2 0.2 0.5
N -2.4126 3.9300 0.8209 -0.2 -0.1 0.2
C -1.0410 -1.4379 -3.7792 0.0 0.0 0.0
C -1.8399 -2.4557 -4.2941 -0.1 -0.1 0.0
C -0.1663 -0.7678 -4.6548 -0.1 -0.1 0.0
C -2.6049 -2.0904 0.5204 0.1 0.2 0.0
C -0.1334 -1.1258 -6.0067 0.0 0.0 0.0
C -2.7830 -4.2560 1.8558 0.0 -0.1 0.1
C -1.9674 5.1448 0.6216 0.0 0.1 0.0
C -1.1145 -1.0900 -2.3208 0.2 -0.1 -0.3
C -1.7883 2.8661 0.4530 0.0 0.0 -0.4
C -3.3871 -3.2153 2.7853 0.0 -0.1 0.0
C -0.9424 -2.1362 -6.4876 0.0 0.0 0.0
C -1.8043 -2.8146 -5.6303 0.1 0.1 0.0
H 0.5485 -0.5878 -6.6521 0.0 0.0 0.0
H 0.5330 0.3029 -3.2821 0.0 0.0 -0.2
H 2.9451 -2.5706 -0.9963 0.0 -0.1 0.0
H -2.4368 -3.6120 -5.9983 0.0 0.0 0.0
H -1.7149 -4.3316 2.0582 0.0 0.0 0.0
H -4.4645 -3.3505 2.8960 0.0 0.0 0.0
H 2.7862 -1.5844 2.8777 0.1 0.0 -0.2
H -2.8948 -3.2756 3.7559 0.0 0.0 0.0
H -3.2569 -5.2292 1.9919 0.0 0.0 0.0
H -0.9003 -2.3996 -7.5384 0.0 0.0 0.0
H -2.4989 -2.9613 -3.5999 0.0 0.0 0.0

=====

No. 2
25
Properties=species:S:1:pos:R:3:forces:R:3 method="wB97M-V/def2-TZVPD" orbital_gap_ev=9.363 smiles=Cc1ncccc1Oc1ccccc1 e_tot_ha=-593.81979 charge=0 relative_energy_kcal_mol=30.5
O 0.0581 0.9961 -0.4556 -2.6 1.0 0.1
N 3.4149 -0.0794 0.2796 -0.6 0.4 0.6
C -3.7964 -0.5072 0.3295 -0.8 -1.2 1.6
C -3.5604 0.2147 -0.8038 -0.4 0.6 -1.7
C 1.0572 -1.1282 -0.6522 -2.7 0.4 -1.3
C 1.0993 0.2018 -0.2538 2.2 -1.8 0.2
C -1.4402 -0.3311 1.0100 -0.1 -0.1 -0.2
C -2.7666 -0.7443 1.2664 1.0 0.5 0.1
C 2.1503 -1.9318 -0.5698 -0.4 0.3 0.1
C 2.4767 2.2037 0.4917 -1.8 0.5 -2.1
C -2.3158 0.8023 -0.9802 1.5 0.9 -1.5
C 3.2638 -1.3515 -0.0376 2.5 -1.3 -0.4
C 2.3344 0.6961 0.2150 -1.2 1.3 0.1
C -1.2267 0.4501 -0.1920 0.3 -0.2 2.0
H -4.7882 -0.9311 0.5827 0.7 0.4 -0.5
H 4.1698 -1.9992 -0.0029 -0.5 0.7 0.2
H -0.6118 -0.6648 1.7475 -1.4 0.9 -1.6
H 1.6446 2.7984 1.0517 1.3 -1.6 -1.1
H -2.1713 1.5339 -1.8349 0.0 -1.2 1.1
H 2.1526 -2.9181 -0.9711 0.0 -0.6 0.0
H 2.5737 2.6584 -0.5745 -0.3 -0.4 1.8
H 3.4023 2.3490 0.9540 1.4 0.3 0.9
H -4.2455 0.3389 -1.7037 0.4 -0.1 1.8
H 0.0868 -1.4425 -1.1480 1.3 0.1 0.7
H -2.9615 -1.2139 2.2521 0.0 0.1 -1.0

=====

No. 3
28
Properties=species:S:1:pos:R:3:forces:R:3 method="wB97M-V/def2-TZVPD" orbital_gap_ev=7.399 smiles="O=C(NCCO)c1cc2ccccc2c(=O)s1" e_tot_ha=-1142.13908 charge=0 relative_energy_kcal_mol=252.5
S -0.3039 2.3358 -0.9946 -2.3 9.9 -3.8
O 3.3141 -1.9334 -1.0223 -0.3 0.6 -2.1
O -2.6173 3.1899 -0.9732 -5.8 9.8 -2.2
O 2.3545 1.1265 -1.6125 1.1 0.4 -2.0
N 2.3150 0.3543 0.4837 6.9 3.3 -10.4
C -3.8447 -1.0328 0.7980 6.8 -11.9 5.1
C 0.3469 1.0573 -0.6552 -3.2 -13.7 6.9
C 4.0687 -1.5050 0.0297 1.5 1.3 2.4
C -4.5542 -0.0381 0.4762 -13.2 -6.9 2.3
C -2.0373 2.2469 -0.9137 3.1 -9.9 4.6
C 1.6864 0.8501 -0.6521 5.0 -1.0 1.9
C -1.8186 -0.0857 0.0177 1.2 0.2 3.3
C -2.5639 1.0499 -0.1262 -3.4 0.5 -4.0
C -2.3848 -1.1094 0.7725 -10.2 6.8 -3.0
C -4.1165 0.8981 -0.1136 10.3 12.7 -4.4
C 3.8733 0.1741 0.2043 -2.3 -5.8 9.1
C -0.4212 -0.1337 0.0945 3.6 3.0 -3.8
H -4.4057 -2.0922 1.2241 1.7 3.2 -1.1
H 5.1589 -1.8295 0.0519 -0.6 1.0 -1.0
H 0.0419 -1.1337 0.3713 -0.1 1.7 -0.7
H 4.4449 0.8066 -0.3080 1.1 2.5 -3.2
H -1.8597 -1.8549 0.8971 4.6 -7.8 2.0
H 1.9024 0.1369 1.2286 -3.8 -2.2 7.6
H 4.4491 0.4282 1.3606 -1.9 -0.9 -3.0
H -5.7295 -0.3820 0.3759 2.5 1.7 0.7
H -4.4908 1.8701 -0.2340 -1.4 0.9 -1.0
H 3.8092 -2.1706 0.9341 -0.6 1.7 -0.8
H 3.3828 -1.2239 -1.7148 -0.2 -1.1 0.7

=====

No. 4
38
Properties=species:S:1:pos:R:3:forces:R:3 method="wB97M-V/def2-TZVPD" orbital_gap_ev="7.812 / 7.855" e_tot_ha=-2923.63372 spin_multiplicity=4 charge=+1 s_squared=3.753 relative_energy_kcal_mol=10.3
Nd -2.2154 -0.8974 0.7929 -1.5 -0.6 0.8
Sb -4.1047 -3.9727 0.5619 0.7 0.9 -0.4
S -3.6350 -2.6403 2.3909 -0.3 -0.2 0.4
S -3.9593 -2.1091 -1.1280 -0.4 -0.6 -0.1
S -2.1406 -3.1462 -0.8829 -0.3 -0.5 -0.3
N -0.6260 0.3920 -1.1404 0.2 0.4 -0.3
N -0.0964 -1.6416 1.4758 0.4 -0.4 0.5
N -1.9535 0.6547 -0.9932 -0.2 0.5 -0.6
N -0.0803 1.1997 1.2382 0.1 0.1 -0.1
N 1.7294 0.9571 -0.4832 0.2 0.5 -0.2
N 2.9045 0.3035 -0.4086 0.2 -0.7 0.4
N 0.5787 -1.1106 0.4202 0.5 0.0 -0.1
N -1.2909 0.9899 1.8255 0.4 0.7 0.4
C 1.1564 -3.2401 0.5274 -0.1 0.1 0.1
C -2.4923 0.5722 -2.2155 0.2 0.1 0.0
C -0.3523 0.1390 -2.4321 -0.3 0.0 -0.1
C -1.3577 1.8143 2.8726 0.1 -0.1 -0.1
C 1.9247 2.2113 -0.9866 0.1 -0.2 -0.1
C 0.2523 -2.9310 1.5420 0.2 0.1 0.0
C -0.1910 2.5656 2.9779 -0.1 -0.2 -0.1
C 0.5911 2.1401 1.9265 -0.1 0.0 0.1
C 3.2607 2.3546 -1.2428 -0.2 0.0 0.1
C 1.3337 -2.0577 -0.1614 -0.1 -0.3 0.1
C 3.8237 1.1235 -0.8591 -0.2 0.2 0.0
C -1.5202 0.2450 -3.1579 0.0 0.0 0.2
B 0.4457 0.3930 0.0235 -0.3 -0.3 0.1
H 4.8492 0.8162 -0.8910 0.2 -0.1 0.0
H 3.7662 3.2091 -1.6391 0.1 0.2 -0.1
H 1.6164 -4.1857 0.3271 0.1 -0.2 0.0
H -0.1274 -3.5636 2.3318 -0.1 0.1 -0.1
H 1.1019 2.8826 -1.1260 -0.2 0.2 0.0
H 0.0483 3.3080 3.7107 0.0 0.1 0.1
H -1.6515 0.0910 -4.2078 0.0 0.0 -0.2
H 0.6416 -0.0898 -2.7610 0.3 0.0 0.0
H 1.5733 2.4550 1.6371 0.2 0.0 -0.1
H 1.9713 -1.8347 -0.9924 0.1 0.1 -0.1
H -2.2341 1.8295 3.4979 -0.1 0.0 0.0
H -3.5403 0.7739 -2.3708 0.0 -0.1 0.1

=====

No. 5
40
Properties=species:S:1:pos:R:3:forces:R:3 method="wB97M-V/def2-TZVPD" orbital_gap_ev=11.282 smiles="O=C1OC[C@@H](F)O1.O=C1OC[C@@H](F)O1.O=C1OC[C@@H](F)O1.O=C1OC[C@@H](F)O1" e_tot_ha=-1766.80031 charge=0 relative_energy_kcal_mol=55.1
F -9.1891 -1.0789 20.0925 -0.5 0.6 1.6
F -9.8076 0.7795 14.5791 -1.4 -1.2 0.6
F -10.7780 3.4069 16.9927 -0.1 -1.2 -0.1
F -10.0757 -4.1340 12.4876 0.7 -0.3 -0.1
O -6.4962 -2.0283 16.8606 -3.8 0.1 3.4
O -9.6058 3.8382 11.4889 0.9 -1.3 1.3
O -8.0025 2.8517 12.7989 0.8 1.5 -1.3
O -11.5351 6.4060 15.4887 0.9 -1.8 0.7
O -9.3353 7.1859 15.5081 -1.2 -0.8 0.1
O -8.1262 -3.1899 18.0256 2.9 0.0 -1.6
O -9.9482 5.4178 16.7498 0.4 0.2 0.0
O -11.1901 -7.2069 13.5013 0.8 -1.1 -0.8
O -8.0018 -1.0164 18.2813 -1.2 0.8 -0.7
O -9.9633 1.9510 12.6582 -1.3 -1.5 0.0
O -11.6069 -5.0650 13.6817 -1.2 -0.6 1.4
O -13.2883 -6.6750 14.0913 4.2 2.1 -1.1
C -11.1083 4.6992 17.0530 -0.1 0.9 -0.1
C -9.2198 2.9778 12.2431 -0.3 1.5 -1.2
C -12.1310 -6.3288 13.7755 -4.5 -0.8 1.5
C -9.2729 -1.4187 18.8058 0.6 1.5 0.8
C -9.1807 1.0657 13.4393 -0.3 0.7 -0.2
C -10.1648 6.4026 15.8576 -1.0 0.9 -0.5
C -10.2362 -5.1548 13.3992 -0.7 0.7 -2.1
C -12.1191 5.1232 15.9927 0.1 1.0 0.0
C -10.2069 -6.5381 12.7239 1.4 0.5 0.7
C -8.0463 1.8902 13.8087 2.1 0.7 0.4
C -7.4628 -2.0462 17.6636 3.8 -1.6 -3.3
C -9.2840 -2.8733 18.6729 -1.8 -2.3 -0.4
H -10.4886 -6.4645 11.6735 -0.2 0.1 0.1
H -8.8072 0.1959 12.8989 -1.0 -0.4 -0.2
H -11.4014 4.9335 18.0763 -0.1 -0.1 0.0
H -7.1659 1.2482 13.7796 0.4 0.6 0.3
H -10.1282 -0.9057 18.3659 0.4 0.3 -0.3
H -9.3546 -3.4707 19.5818 0.0 0.6 0.4
H -13.1155 5.2384 16.4193 0.2 0.8 0.1
H -8.1667 2.4529 14.7344 0.0 -0.6 0.3
H -10.0755 -3.2315 18.0146 -0.5 0.2 0.1
H -9.2400 -7.0368 12.7899 -0.2 -0.1 0.2
H -12.3047 4.3701 15.2269 0.8 0.1 -0.4
H -9.5651 -4.9045 14.2209 -0.2 -0.5 0.3

=====

No. 6
29
Properties=species:S:1:pos:R:3:forces:R:3 method="wB97M-V/def2-TZVPD" orbital_gap_ev=8.872 e_tot_ha=-803.80699 charge=0 relative_energy_kcal_mol=0.5
F 3.5429 -1.7115 -3.9800 -0.6 0.1 0.6
O -1.2093 1.6091 -1.2300 0.0 -0.2 0.8
N -1.0339 -2.2545 0.3975 0.1 0.7 0.0
N -1.3424 2.2912 0.9535 -0.5 -1.0 1.1
N -1.2574 1.6347 2.2218 0.7 -0.2 -0.4
C 0.4878 -2.2783 -2.0203 0.8 0.6 -0.3
C 1.5052 -2.4583 -2.9587 0.4 -0.2 -0.7
C -1.3283 3.7292 0.7935 -0.5 -0.2 2.4
C -0.9729 0.2924 2.0217 -0.1 1.0 -0.7
C -1.1836 1.3477 -0.0228 0.7 0.1 -1.0
C 2.5368 -0.4860 -2.1543 0.9 0.2 0.0
C 0.4672 -1.1866 -1.1317 0.8 0.0 -0.5
C 2.5573 -1.5599 -3.0644 -1.1 1.0 1.6
C -0.5353 -1.1410 -0.0562 -0.7 -2.2 1.3
C 1.5370 -0.2860 -1.1846 0.4 -0.3 -0.8
C -0.7808 -0.6571 3.1672 0.7 0.4 -0.5
C -0.8778 0.0992 0.6730 -0.1 -0.4 -0.8
H -0.6723 -3.1167 -0.0524 -0.1 1.0 0.1
H -0.6401 4.0928 1.5684 0.1 0.2 -0.3
H -1.0064 4.0626 -0.1711 0.0 -0.3 -0.6
H 3.3833 0.1929 -2.1390 0.0 0.0 -0.2
H -0.1768 -1.5377 2.8480 -0.7 0.7 0.2
H -2.3162 4.1181 1.0775 0.2 0.2 -0.5
H -0.2573 -0.1305 3.9720 0.0 -0.1 0.0
H -1.5804 2.0223 3.1050 0.0 0.1 -0.8
H 1.6649 0.5618 -0.4821 -0.4 -0.7 -0.6
H -0.2763 -3.0248 -2.0008 -0.5 -0.2 0.0
H 1.5184 -3.2759 -3.6767 -0.3 -0.1 0.3
H -1.7533 -0.9492 3.5260 -0.3 -0.5 0.2

=====

No. 7
39
Properties=species:S:1:pos:R:3:forces:R:3 method="wB97M-V/def2-TZVPD" orbital_gap_ev=7.197 e_tot_ha=-1494.63210 charge=-1 relative_energy_kcal_mol=0.0
F 1.3627 -1.4562 0.0323 -0.7 -0.5 0.2
O -0.9247 3.6158 0.2098 0.6 -1.3 0.0
O 0.8203 2.3395 -0.0904 -1.6 0.5 0.6
O -5.2810 1.8985 1.3388 0.7 -1.5 -0.2
O 0.1479 0.8121 -2.4345 0.9 -1.9 1.7
O 0.4861 -1.4185 -2.2364 0.7 -0.2 0.0
O -5.6893 -0.2407 1.2663 1.6 1.0 -0.2
O 2.3805 0.6335 1.3222 0.6 0.9 0.4
O 3.0759 0.8073 -0.8166 0.1 0.4 -0.3
N -1.3174 -2.3195 0.6836 -0.7 -0.3 0.0
N -0.4011 2.4772 0.2167 0.1 1.4 -0.2
N -4.9013 0.7109 1.1943 0.0 0.9 0.0
N -1.5169 -0.9688 0.6094 -0.3 -0.9 0.3
N -3.4654 -1.9772 1.0238 1.3 0.8 -0.4
N -2.4723 -2.8914 0.8964 1.4 1.3 -0.2
C -2.5493 1.5728 0.7796 -0.3 -0.7 0.0
C 3.0306 1.2667 3.3969 -0.2 0.0 0.8
C -0.3755 0.0554 0.6365 -1.4 -0.4 1.5
C -1.1745 1.3428 0.5450 0.6 1.4 -0.5
C -3.4475 0.5199 0.9247 -0.5 0.4 0.3
C 0.4729 -0.1649 -1.7601 -0.7 1.2 -2.0
C 2.2435 0.5977 0.0056 -2.0 -1.0 0.0
C 0.5348 -3.1333 -3.8807 -0.3 -0.3 -0.2
C 3.3348 1.5703 1.9572 -1.0 -0.9 -0.2
C 0.8182 -1.6744 -3.6228 -0.6 0.3 0.5
C 0.8454 -0.2025 -0.2677 1.2 0.4 -1.3
C -2.8732 -0.7877 0.8549 -0.1 -0.9 0.0
H 3.0413 2.5787 1.6724 0.1 0.0 -0.1
H 0.1358 -0.0296 1.6137 -0.6 -0.1 0.1
H 0.1906 -1.0133 -4.2163 0.2 0.0 -0.3
H -2.9366 2.5989 0.8348 0.4 -0.5 -0.2
H 3.6559 1.8041 4.1116 0.1 0.1 -0.1
H -0.5435 -3.3254 -3.9333 0.2 0.1 0.1
H 4.3660 1.3543 1.6751 -0.2 -0.1 -0.2
H 3.1482 0.1900 3.5777 0.0 0.3 0.0
H 0.9643 -3.4289 -4.8398 0.0 0.0 0.0
H 1.9797 1.5174 3.6101 0.4 -0.1 -0.1
H 1.8764 -1.4522 -3.7846 -0.1 0.2 0.1
H 0.9576 -3.7792 -3.1062 0.0 0.2 0.0

=====

No. 8
32
Properties=species:S:1:pos:R:3:forces:R:3 method="wB97M-V/def2-TZVPD" orbital_gap_ev=8.817 smiles="CCOC(=O)CS(=O)(=O)c1nnc(-c2ccccc2)s1" e_tot_ha=-1671.26389 charge=0 relative_energy_kcal_mol=10.8
S -2.8198 -0.2011 1.3743 -3.9 0.8 1.5
S -0.7306 1.0545 -0.5423 -0.7 -1.0 -0.7
O -0.3031 -1.1705 3.8483 -0.7 0.1 -1.4
O -4.2315 -0.5837 1.1951 2.3 0.3 -0.6
O 0.0075 -1.3067 1.5804 0.9 0.6 0.5
O -2.6560 1.0503 2.1583 1.1 -2.3 -2.0
N -2.1313 -1.0145 -1.2137 -0.3 0.3 1.1
N -1.3559 -0.7544 -2.2865 0.1 0.4 0.3
C 1.4349 1.6004 -2.8462 -0.8 -0.4 -0.9
C 0.9674 0.8985 -5.4705 -0.4 -0.4 -1.3
C 0.3223 0.7446 -3.1735 1.5 1.1 0.4
C 1.4002 -0.7019 5.4989 -0.6 0.3 -0.3
C -0.7057 -1.2989 2.5514 1.1 -0.9 0.2
C -0.5830 0.2882 -2.1149 0.0 -0.1 0.4
C 0.1252 0.3507 -4.4984 0.0 0.4 0.0
C -1.9440 -0.1768 -0.2366 0.5 0.6 0.2
C -2.1385 -1.5908 2.2984 0.1 0.4 1.2
C 1.0622 -0.7881 4.0242 1.6 -0.3 -0.1
C 1.9925 1.7913 -5.1960 -0.3 -0.3 0.2
C 2.2489 2.1054 -3.8680 0.4 0.1 0.6
H 1.6364 1.8811 -1.8109 -0.1 -0.2 -0.3
H 3.1406 2.7129 -3.6424 -0.7 -0.2 0.1
H 2.5730 2.2173 -6.0172 -0.1 -0.2 0.4
H 0.8626 0.1451 5.9126 -0.1 0.1 0.3
H -2.2104 -2.5308 1.7592 -0.2 0.2 -0.3
H -0.7166 -0.3131 -4.7496 0.6 0.4 0.1
H 2.4622 -0.4965 5.5738 0.2 -0.1 0.2
H 1.1373 -1.5935 6.0589 0.1 -0.2 0.0
H 1.7763 -1.5047 3.5356 -1.0 0.5 0.1
H 1.2351 0.2072 3.5893 -0.2 -0.4 -0.2
H 0.8258 0.6368 -6.5352 -0.1 0.0 0.7
H -2.6839 -1.6581 3.2432 -0.4 0.3 -0.3